1.
ORCA calculation (ωB97M-V/def2-TZVPD) on a structure of composition C27H25FN6O7PdS.

Cartesian coordinates (Å):
Pd1 -0.159 0.054 -0.612
C1 -3.409 -8.188 -1.298
C2 -2.714 -6.852 -1.270
C3 -3.053 -5.848 -2.167
C4 -2.394 -4.623 -2.156
C5 -1.384 -4.394 -1.239
C6 -1.038 -5.387 -0.329
C7 -1.698 -6.602 -0.348
S1 -0.466 -2.855 -1.203
O1 0.923 -3.236 -1.345
O2 -1.009 -2.096 -2.338
N1 -0.698 -2.220 0.196
C8 -2.075 -2.049 0.636
C9 -2.835 -0.789 0.177
O3 -4.007 -0.688 0.541
O4 -2.227 0.076 -0.554
H1 -4.328 -8.141 -1.883
H2 -3.665 -8.523 -0.291
H3 -2.770 -8.954 -1.744
H4 -3.850 -6.021 -2.883
H5 -2.658 -3.833 -2.846
H6 -0.250 -5.190 0.387
H7 -1.425 -7.372 0.367
H8 -2.063 -2.013 1.728
H9 -2.714 -2.899 0.370
N2 2.294 -1.322 0.752
C10 2.713 -0.768 -0.417
O5 1.919 -0.077 -1.116
C11 4.079 -0.967 -0.798
C12 4.933 -1.745 0.010
N3 5.628 -2.367 0.699
C13 4.592 -0.474 -2.015
N4 5.058 -0.070 -2.994
H10 1.292 -1.512 0.791
H11 2.868 -2.064 1.119
F1 1.729 -0.221 5.650
C14 1.221 0.228 4.464
C15 2.062 0.863 3.575
C16 1.537 1.318 2.376
C17 0.184 1.148 2.057
C18 -0.364 1.610 0.780
C19 -0.626 0.491 2.991
C20 -0.117 0.028 4.195
H12 3.111 0.979 3.814
H13 2.185 1.792 1.649
H14 0.181 2.418 0.307
H15 -1.442 1.721 0.745
H16 -1.674 0.338 2.756
H17 -0.741 -0.485 4.915
O6 -0.918 0.689 -3.446
C21 0.273 0.288 -4.101
N5 0.549 1.190 -5.200
C22 1.241 2.356 -5.230
O7 1.306 3.016 -6.259
C23 1.964 2.831 -4.005
C24 3.343 2.739 -3.932
C25 3.984 3.276 -2.829
C26 3.219 3.910 -1.868
N6 1.894 4.012 -1.928
C27 1.281 3.451 -2.966
H18 -1.246 -0.069 -2.931
H19 0.150 -0.704 -4.540
H20 1.120 0.257 -3.413
H21 -0.001 1.057 -6.035
H22 3.902 2.232 -4.706
H23 5.055 3.186 -2.711
H24 3.693 4.352 -0.996
H25 0.197 3.499 -2.977

Frontier orbital gap (spin up / spin down) ... 0.2267 / 0.2266 hartree
Total charge ... -2
Relative energy (zero: lowest compared OMol25 entry of this formula, charge and spin) ... 0.0 kcal/mol
HOMO level (spin up / spin down) ... -2.19 / -2.18 eV
Energy ... -68713.0550 eV
Strongest force on any atom ... 1.41 eV/A
LUMO energy (spin up / spin down) ... 3.982 / 3.982 eV

Mulliken atomic charge list, values in e, 4 entries: 0.356, -1.434, 1.149, -0.833



2.
ORCA calculation (ωB97M-V/def2-TZVPD) on a structure of composition C42H56BiF5IN6O6PS2SeTe.

Cartesian coordinates (Å):
Bi1 -0.032 -0.012 0.805
I1 -0.124 0.058 3.809
C1 0.677 -1.666 4.764
C2 -0.113 -1.933 5.854
C3 0.170 -2.975 6.755
C4 1.279 -3.734 6.553
C5 2.128 -3.489 5.447
C6 3.298 -4.278 5.331
C7 4.186 -4.071 4.322
C8 3.895 -3.089 3.361
C9 2.748 -2.332 3.392
P1 2.562 -1.174 1.977
C10 2.960 -2.171 0.496
C11 3.163 -1.472 -0.699
C12 3.371 -2.153 -1.889
C13 3.353 -3.540 -1.913
C14 3.129 -4.241 -0.737
C15 2.936 -3.562 0.458
C16 4.020 -0.123 2.269
C17 5.134 -0.057 1.444
C18 6.168 0.823 1.737
C19 6.096 1.641 2.852
C20 4.981 1.580 3.680
C21 3.948 0.707 3.388
C22 1.836 -2.466 4.490
H1 -0.990 -1.327 6.041
H2 -0.485 -3.148 7.599
H3 1.545 -4.531 7.237
H4 3.478 -5.036 6.084
H5 5.097 -4.650 4.246
H6 4.598 -2.934 2.551
H7 3.171 -0.389 -0.707
H8 3.546 -1.586 -2.795
H9 3.516 -4.074 -2.842
H10 3.113 -5.324 -0.745
H11 2.769 -4.123 1.367
H12 5.204 -0.678 0.561
H13 7.024 0.876 1.076
H14 6.898 2.334 3.070
H15 4.908 2.227 4.545
H16 3.069 0.691 4.025
O1 1.663 2.914 3.328
H17 1.783 3.792 3.700
H18 2.199 2.918 2.521
Se1 -5.115 0.531 1.203
C23 -3.453 -0.140 1.248
N1 -2.377 -0.592 1.239
C24 -2.678 -3.075 -1.913
N2 -1.457 -2.886 -2.676
C25 -1.578 -2.888 -4.117
C26 -0.332 -2.477 -2.080
O2 -0.196 -2.346 -0.866
H19 -3.061 -4.087 -2.062
H20 -3.429 -2.353 -2.241
H21 -2.471 -2.903 -0.861
H22 -1.982 -3.841 -4.464
H23 -0.599 -2.735 -4.570
H24 -2.244 -2.084 -4.440
H25 0.491 -2.272 -2.777
C27 -0.547 5.343 -0.938
N3 -1.055 4.408 0.063
C28 -1.972 4.800 1.005
C29 -2.330 3.990 2.005
C30 -1.692 2.690 2.126
O3 -1.868 1.974 3.105
N4 -0.868 2.294 1.085
C31 -0.528 3.145 0.112
O4 0.254 2.808 -0.823
H26 -0.836 6.348 -0.639
H27 -0.960 5.124 -1.923
H28 0.535 5.274 -0.982
H29 -2.369 5.799 0.879
H30 -3.044 4.285 2.758
C32 -5.385 0.711 -3.045
C33 -5.962 2.110 -2.832
C34 -4.930 3.238 -2.868
C35 -4.029 3.336 -1.635
N5 -3.166 2.190 -1.409
C36 -2.126 1.823 -2.161
S1 -1.418 0.284 -1.927
N6 -1.716 2.665 -3.112
C37 -0.484 2.558 -3.886
C38 -0.754 2.814 -5.361
C39 -1.686 1.786 -5.999
C40 -1.099 0.378 -6.020
H31 -6.180 0.001 -3.279
H32 -4.869 0.337 -2.161
H33 -4.676 0.703 -3.878
H34 -6.508 2.148 -1.884
H35 -6.697 2.310 -3.617
H36 -5.437 4.202 -2.964
H37 -4.324 3.120 -3.774
H38 -4.640 3.413 -0.734
H39 -3.424 4.250 -1.675
H40 -3.510 1.495 -0.756
H41 -2.267 3.496 -3.262
H42 -0.086 1.562 -3.717
H43 0.254 3.252 -3.479
H44 0.211 2.810 -5.877
H45 -1.162 3.823 -5.496
H46 -1.925 2.103 -7.017
H47 -2.636 1.770 -5.454
H48 -0.138 0.362 -6.540
H49 -1.767 -0.319 -6.530
H50 -0.938 0.002 -5.007
F1 1.836 1.527 -1.996
Te1 2.485 2.523 -0.489
F2 3.907 3.064 0.650
F3 1.795 3.988 0.576
F4 4.022 1.662 -1.202
F5 2.729 3.891 -1.722
O5 1.961 1.212 0.672
C41 -0.569 -4.968 1.472
S2 -1.291 -3.346 1.688
C42 -1.935 -3.578 3.341
O6 -0.109 -2.428 1.873
H51 0.145 -5.150 2.276
H52 -0.061 -4.947 0.510
H53 -1.359 -5.719 1.470
H54 -2.703 -4.353 3.324
H55 -2.378 -2.627 3.634
H56 -1.119 -3.840 4.015

Frontier orbital gap ... 0.2753 hartree
Relative energy (zero: lowest compared OMol25 entry of this formula, charge and spin) ... 3.1 kcal/mol
HOMO level ... -7.70 eV
Energy ... -196818.3023 eV
Strongest force on any atom ... 0.78 eV/A
LUMO energy ... -0.207 eV

Mulliken atomic charge list, values in e, 4 entries: 2.062, 0.248, -0.079, -0.341



3.
ORCA calculation (ωB97M-V/def2-TZVPD) on a cluster of 9 separate species, C54H45F9 in total.

Cartesian coordinates (Å):
F1 15.997 4.777 -27.181
C1 17.275 5.124 -26.934
C2 17.918 6.038 -27.745
C3 19.200 6.437 -27.368
C4 19.840 5.894 -26.269
C5 19.168 4.966 -25.479
C6 17.863 4.609 -25.793
H1 17.498 6.385 -28.678
H2 19.671 7.166 -28.016
H3 20.848 6.231 -26.062
H4 19.635 4.563 -24.591
H5 17.273 4.026 -25.098
F2 26.255 13.769 -18.539
C7 25.266 13.498 -19.409
C8 25.546 12.746 -20.533
C9 24.506 12.455 -21.413
C10 23.220 12.899 -21.142
C11 22.975 13.701 -20.035
C12 24.003 13.996 -19.154
H6 26.520 12.312 -20.713
H7 24.737 11.869 -22.292
H8 22.382 12.573 -21.746
H9 21.967 14.071 -19.893
H10 23.851 14.628 -18.289
F3 10.055 11.249 -21.812
C13 11.012 10.392 -22.223
C14 10.892 9.755 -23.447
C15 11.914 8.914 -23.858
C16 13.023 8.683 -23.048
C17 13.096 9.319 -21.824
C18 12.085 10.173 -21.384
H11 10.061 9.941 -24.114
H12 11.802 8.373 -24.789
H13 13.777 7.961 -23.331
H14 13.913 9.145 -21.133
H15 12.222 10.718 -20.461
F4 16.726 5.655 -22.200
C19 17.714 5.696 -21.294
C20 17.985 4.588 -20.521
C21 19.022 4.651 -19.592
C22 19.840 5.771 -19.509
C23 19.542 6.878 -20.304
C24 18.459 6.863 -21.150
H16 17.369 3.707 -20.650
H17 19.259 3.801 -18.966
H18 20.661 5.749 -18.807
H19 20.173 7.758 -20.244
H20 18.104 7.740 -21.680
F5 18.156 18.415 -20.314
C25 18.390 17.146 -19.927
C26 19.232 16.952 -18.845
C27 19.504 15.661 -18.408
C28 18.887 14.586 -19.044
C29 18.003 14.803 -20.087
C30 17.756 16.094 -20.544
H21 19.673 17.799 -18.336
H22 20.217 15.514 -17.609
H23 19.150 13.577 -18.748
H24 17.497 13.963 -20.543
H25 17.113 16.204 -21.408
F6 23.136 7.857 -28.526
C31 22.325 8.819 -29.004
C32 21.334 9.319 -28.176
C33 20.509 10.318 -28.648
C34 20.674 10.803 -29.940
C35 21.683 10.319 -30.753
C36 22.506 9.286 -30.291
H26 21.278 8.999 -27.143
H27 19.789 10.781 -27.986
H28 20.034 11.594 -30.312
H29 21.882 10.758 -31.720
H30 23.339 8.962 -30.899
F7 18.399 11.148 -19.768
C37 19.472 10.527 -19.232
C38 19.265 9.729 -18.113
C39 20.351 9.065 -17.580
C40 21.593 9.143 -18.202
C41 21.774 9.949 -19.323
C42 20.702 10.707 -19.807
H31 18.262 9.655 -17.717
H32 20.308 8.399 -16.726
H33 22.495 8.612 -17.923
H34 22.753 10.028 -19.776
H35 20.820 11.249 -20.734
F8 12.979 8.891 -31.003
C43 13.412 8.863 -29.734
C44 12.759 9.637 -28.786
C45 13.185 9.587 -27.473
C46 14.213 8.736 -27.083
C47 14.851 7.973 -28.062
C48 14.462 8.017 -29.382
H36 11.961 10.263 -29.167
H37 12.773 10.218 -26.693
H38 14.667 8.829 -26.107
H39 15.705 7.408 -27.709
H40 15.025 7.524 -30.165
F9 16.121 8.572 -24.434
C49 17.271 9.159 -24.052
C50 17.192 10.301 -23.266
C51 18.384 10.910 -22.872
C52 19.596 10.409 -23.314
C53 19.642 9.286 -24.116
C54 18.475 8.646 -24.493
H41 16.255 10.695 -22.897
H42 18.282 11.820 -22.298
H43 20.506 10.951 -23.082
H44 20.596 8.880 -24.433
H45 18.395 7.864 -25.239

Frontier orbital gap ... 0.3476 hartree
Relative energy (zero: lowest compared OMol25 entry of this formula, charge and spin) ... 12.8 kcal/mol
HOMO level ... -9.09 eV
Structure (SMILES) ... Fc1ccccc1.Fc1ccccc1.Fc1ccccc1.Fc1ccccc1.Fc1ccccc1.Fc1ccccc1.Fc1ccccc1.Fc1ccccc1.Fc1ccccc1
Energy ... -81184.5786 eV
Strongest force on any atom ... 1.24 eV/A
LUMO energy ... 0.364 eV

Mulliken atomic charge list, values in e, 4 entries: -0.366, 0.517, -0.772, -0.147



4.
ORCA calculation (ωB97M-V/def2-TZVPD) on a structure of composition C3H4Cl3N.

Cartesian coordinates (Å):
C1 1.213 -0.706 -0.095
C2 1.882 0.444 0.434
C3 -1.935 0.655 0.157
N1 0.691 -1.528 -0.673
Cl1 -1.620 1.300 -1.481
Cl2 -3.467 0.969 0.793
Cl3 -2.141 -1.613 -0.264
H1 2.366 1.147 -0.283
H2 1.370 1.148 1.073
H3 2.608 -0.045 1.167
H4 -0.968 -1.769 -0.827

Frontier orbital gap ... 0.3066 hartree
Relative energy (zero: lowest compared OMol25 entry of this formula, charge and spin) ... 72.2 kcal/mol
HOMO level ... -8.47 eV
Energy ... -42229.4276 eV
Strongest force on any atom ... 2.97 eV/A
LUMO energy ... -0.131 eV

Mulliken atomic charge list, values in e, 4 entries: 0.421, -0.856, -0.047, -0.431